{"formula": "C10H14N2S", "method": "ωB97M-V/def2-TZVPD", "symbols": ["C", "C", "C", "C", "N", "C", "C", "C", "N", "C", "C", "C", "S", "H", "H", "H", "H", "H", "H", "H", "H", "H", "H", "H", "H", "H", "H"], "positions_angstrom": [[-1.3555, -2.9861, 1.4579], [-0.9284, -1.8555, 0.5206], [-1.3060, -2.1716, -0.9104], [-1.6085, -0.5255, 0.9851], [-1.2643, 0.6085, 0.1390], [0.0374, 0.8708, -0.1569], [0.2763, 2.1778, -0.6087], [1.5858, 2.5979, -0.7269], [1.8094, 3.8861, -1.1058], [2.6588, 1.7777, -0.4155], [2.4112, 0.4627, -0.0189], [1.1062, 0.0092, 0.1274], [0.9276, -1.7300, 0.6005], [-1.1672, -3.9133, 0.9317], [-0.7952, -2.9054, 2.3823], [-2.4236, -2.9329, 1.7009], [-2.3506, -2.4377, -0.9921], [-1.1518, -1.3332, -1.6109], [-0.7404, -3.0434, -1.2446], [-1.3076, -0.3049, 2.0067], [-2.6685, -0.6344, 0.9753], [-1.9112, 0.8286, -0.6061], [-0.5425, 2.8239, -0.8413], [2.7560, 4.2702, -0.9247], [1.0337, 4.5086, -1.3718], [3.6576, 2.1395, -0.5136], [3.2614, -0.1879, 0.2209]], "mulliken_charge": [-1.707, 1.521, -1.562, -1.264, -0.174, 0.222, -0.782, 1.113, -0.490, -1.039, -0.715, 0.349, -0.291, 0.404, 0.446, 0.393, 0.352, 0.365, 0.395, 0.264, 0.527, 0.302, 0.316, 0.195, 0.185, 0.344, 0.330], "relative_energy_kj_mol": 59.82, "smiles": "CC1(C)CNc2cc(N)ccc2S1", "gap_ha": 0.288, "total_energy_ev": -24412.7638, "spin_multiplicity": 1, "molar_mass_g_mol": 194.303, "homo_ev": -7.0}

***

{"formula": "C10H14N3O2", "method": "ωB97M-V/def2-TZVPD", "symbols": ["C", "N", "C", "C", "C", "C", "C", "N", "C", "O", "C", "C", "N", "C", "O", "H", "H", "H", "H", "H", "H", "H", "H", "H", "H", "H", "H", "H", "H"], "positions_angstrom": [[0.1445, -2.2218, -2.3437], [0.0912, -1.5494, -1.4096], [0.1475, -0.8292, -0.2515], [1.5849, -1.0300, 0.3752], [2.3370, 0.1962, -0.0943], [3.5430, 0.7567, 0.7419], [1.2424, 1.3386, -0.1903], [-0.0250, 0.6557, -0.3930], [-1.1597, 1.3187, -0.2526], [-1.3848, 2.4881, -0.2763], [-2.3536, 0.3365, -0.2183], [-3.7418, 0.8719, 0.2173], [-2.0957, -0.9042, 0.5336], [-0.9198, -1.5293, 0.7545], [-0.6343, -2.4574, 1.4740], [-0.2261, -3.0390, -2.9228], [2.1736, -1.8486, 0.1651], [1.6222, -0.8907, 1.5042], [2.8360, -0.1190, -0.9836], [3.2487, 0.6157, 1.7464], [3.7714, 1.7552, 0.6456], [4.3427, 0.1653, 0.3599], [1.3662, 1.9753, 0.8103], [1.2870, 2.0935, -0.9248], [-2.2180, -0.0217, -1.3300], [-3.5170, 1.8309, 0.7827], [-4.2717, 0.1740, 0.9127], [-4.3688, 1.0694, -0.6353], [-2.8218, -1.2015, 1.2027]], "mulliken_charge": [0.144, -0.018, 0.760, -1.377, 0.596, -1.735, -1.040, 0.092, 0.317, -0.594, 0.451, -1.146, -0.110, -0.010, -0.561, 0.441, 0.510, 0.365, 0.381, 0.466, 0.413, 0.437, 0.365, 0.388, 0.194, 0.328, 0.334, 0.295, 0.312], "relative_energy_kj_mol": 233.34, "smiles": "C#[N+][C@@]12C[C@H](C)CN1C(=O)[C@H](C)NC2=O", "total_charge": 1, "gap_ha": 0.283, "total_energy_ev": -19152.3899, "spin_multiplicity": 1, "molar_mass_g_mol": 208.241, "homo_ev": -13.2}

***

{"formula": "C10H14N3OP", "method": "ωB97M-V/def2-TZVPD", "symbols": ["C", "C", "C", "C", "C", "C", "C", "C", "C", "C", "N", "N", "N", "O", "P", "H", "H", "H", "H", "H", "H", "H", "H", "H", "H", "H", "H", "H", "H"], "positions_angstrom": [[1.4826, 0.5162, 4.2729], [0.9080, -0.5955, 3.6421], [1.6940, 1.7043, 3.4674], [0.3779, -0.5383, 2.3473], [1.1899, 1.7048, 2.1697], [0.6206, 0.5801, 1.6578], [-1.7931, -0.8293, -1.3569], [0.2938, -0.3423, -2.4636], [-3.0221, -1.5864, -1.5144], [1.2171, -0.5678, -3.5173], [-1.5022, -0.3075, -0.2057], [-0.9340, -0.8384, -2.4636], [0.7752, 0.3704, -1.3938], [-0.6583, 2.2806, -0.4956], [-0.1426, 0.6007, -0.0380], [1.9138, 0.4699, 5.2942], [0.6063, -1.5482, 4.1744], [2.2859, 2.5661, 3.7604], [-0.4067, -1.1778, 1.9363], [1.4119, 2.4864, 1.4399], [-3.8684, -0.9857, -1.7029], [-3.2532, -2.1098, -0.6144], [-2.9340, -2.1949, -2.3594], [1.1398, -1.5556, -3.8863], [2.2563, -0.4179, -3.1468], [1.0209, 0.1297, -4.4689], [-1.2639, -1.3882, -3.1564], [1.7662, 0.5579, -1.2658], [-1.1819, 3.0161, -0.1125]], "lowdin_spin": [-0.007, 0.173, 0.275, 0.262, 0.238, 0.047, 0.152, 0.370, 0.026, 0.064, 0.105, 0.042, 0.118, 0.006, 0.032, -0.002, 0.005, 0.010, 0.009, 0.007, 0.010, 0.004, 0.001, 0.011, 0.003, 0.036, -0.001, 0.005, 0.000], "total_charge": 2, "gap_ha": [0.160, 0.191], "total_energy_ev": -26383.2737, "spin_multiplicity": 3, "molar_mass_g_mol": 223.216, "homo_ev": [-12.6, -17.6]}

***

{"formula": "C10H14N3S", "method": "ωB97M-V/def2-TZVPD", "symbols": ["C", "C", "C", "C", "C", "C", "C", "C", "C", "C", "N", "N", "N", "S", "H", "H", "H", "H", "H", "H", "H", "H", "H", "H", "H", "H", "H", "H"], "positions_angstrom": [[0.7817, 2.0171, -1.3384], [-0.3164, 0.4224, 0.4625], [-1.1982, -0.1604, -0.3125], [-0.2485, 1.9274, 0.8468], [-0.0259, -1.7261, 1.5961], [1.2029, -1.3802, -0.4159], [-1.0596, -2.4134, 0.7522], [0.0307, -1.8937, -1.2967], [0.7121, -0.6463, 0.8959], [-0.0868, 2.8196, -0.4990], [1.4152, 1.4483, -2.0912], [0.4099, 4.1540, -0.2077], [-1.1543, -1.5773, -0.5140], [-1.6254, 2.9381, -1.3998], [-1.1510, 2.2247, 1.2827], [0.5555, 2.1310, 1.5966], [-0.5922, -1.3860, 2.5568], [0.5227, -2.5619, 2.0327], [1.8155, -2.2452, -0.0439], [1.9815, -0.7709, -0.9884], [-0.8665, -3.4416, 0.3752], [-2.0070, -2.3249, 1.1808], [0.0925, -1.4946, -2.3175], [0.1241, -3.0396, -1.4714], [1.5605, -0.2475, 1.3957], [-0.2831, 4.9548, -0.2818], [1.2690, 4.2961, -0.7125], [-1.8590, -2.0239, -1.0832]], "mulliken_charge": [-0.045, 0.483, -0.415, -1.522, -0.773, -0.824, -0.490, -0.715, -0.152, 1.018, -0.453, -0.611, 0.090, 0.054, 0.454, 0.285, 0.372, 0.419, 0.447, 0.427, 0.337, 0.354, 0.355, 0.322, 0.661, 0.290, 0.284, 0.347], "relative_energy_kj_mol": 596.69, "total_charge": 1, "gap_ha": [0.182, 0.189], "total_energy_ev": -25889.0286, "spin_multiplicity": 1, "molar_mass_g_mol": 208.310, "homo_ev": [-12.1, -12.2]}

***

{"formula": "C10H14N5O2S2Ti", "method": "ωB97M-V/def2-TZVPD", "symbols": ["Ti", "C", "S", "C", "S", "N", "N", "C", "C", "C", "C", "C", "C", "N", "H", "H", "H", "H", "H", "H", "H", "H", "C", "O", "C", "O", "N", "N", "H", "H", "H", "H", "H", "H"], "positions_angstrom": [[0.2922, 0.3121, 0.4612], [-1.7430, 4.6708, 2.4268], [-1.5826, 3.1411, 3.3851], [-0.5144, 2.1385, 2.5530], [0.1609, 2.5468, 0.9258], [-0.1886, 1.0137, 3.1644], [0.6545, 0.2860, 2.3666], [1.7283, -0.3014, 2.7608], [2.6748, -0.6355, 1.6865], [3.9608, -1.0282, 1.9291], [4.8560, -1.1024, 0.8457], [4.4189, -0.7682, -0.4180], [3.0973, -0.3696, -0.5966], [2.2359, -0.2977, 0.4268], [-2.7842, 4.9685, 2.5259], [-1.5140, 4.5292, 1.3737], [-1.0863, 5.4156, 2.8676], [1.9606, -0.4027, 3.8193], [4.2811, -1.2631, 2.9369], [5.8824, -1.4079, 1.0110], [5.0813, -0.7974, -1.2730], [2.7328, -0.0947, -1.5794], [-4.3116, 0.0622, -0.0068], [-3.4606, -1.1712, -0.0829], [-2.2119, -1.1431, 0.0586], [-1.5232, -0.0567, 0.2747], [-1.5327, -2.2787, -0.0207], [-0.1382, -2.1871, 0.1297], [-5.3183, -0.3325, -0.0375], [-4.0821, 0.6632, -0.8793], [-4.0965, 0.5561, 0.9336], [-2.0005, -3.1675, -0.1697], [0.2986, -2.5909, -0.6988], [0.1362, -2.7651, 0.9235]], "mulliken_charge": [0.508, -0.820, 0.113, 0.673, -0.149, -1.056, 0.792, -0.204, 0.738, -0.803, -0.218, -0.791, 0.014, 0.130, 0.365, 0.341, 0.342, 0.498, 0.484, 0.481, 0.457, 0.459, -0.632, -0.339, 0.923, -0.501, -0.112, -0.526, 0.261, 0.345, 0.332, 0.262, 0.332, 0.302], "relative_energy_kj_mol": 10.46, "total_charge": 3, "gap_ha": 0.208, "total_energy_ev": -66899.7878, "spin_multiplicity": 1, "molar_mass_g_mol": 348.256, "homo_ev": -18.3}

***

{"formula": "C10H14NO", "method": "ωB97M-V/def2-TZVPD", "symbols": ["C", "C", "C", "C", "C", "C", "C", "C", "C", "C", "N", "O", "H", "H", "H", "H", "H", "H", "H", "H", "H", "H", "H", "H", "H", "H"], "positions_angstrom": [[1.3555, 4.1288, -3.0535], [0.3716, 3.7411, -2.5448], [1.1071, 1.1573, -0.1769], [1.7505, 0.0449, 0.0767], [-0.2622, -1.1212, -0.4388], [-1.1341, 2.1628, -0.8495], [-0.3564, 1.2434, -0.2949], [-2.6508, 2.1188, -0.9197], [0.6264, -3.2405, 1.7731], [0.8121, -1.7034, 1.6957], [1.1084, -1.2334, 0.3089], [-0.9726, -0.0344, 0.0635], [1.6589, 2.0236, -0.5588], [2.7161, 0.0049, 0.3622], [-0.0790, -1.1298, -1.4558], [-0.9907, -1.8973, -0.1451], [-0.5883, 3.0976, -1.0297], [-3.1251, 1.1083, -0.9504], [-2.9870, 2.7495, -1.7862], [-3.1248, 2.5781, 0.0217], [-0.2887, -3.5814, 1.2057], [1.4318, -3.9223, 1.5601], [0.3812, -3.5360, 2.9045], [1.6590, -1.5046, 2.2766], [-0.0121, -1.2343, 2.0849], [1.5931, -2.0202, -0.1294]], "mulliken_charge": [0.561, -0.658, -0.446, -0.685, -0.603, -0.298, 0.978, -1.219, -1.121, -0.420, 0.099, -0.411, 0.334, 0.544, 0.473, 0.295, 0.449, 0.302, 0.346, 0.294, 0.321, 0.398, 0.331, 0.399, 0.368, 0.371], "relative_energy_kj_mol": 1206.88, "total_charge": 1, "gap_ha": [0.227, 0.227], "total_energy_ev": -14116.1740, "spin_multiplicity": 1, "molar_mass_g_mol": 164.228, "homo_ev": [-13.2, -13.2]}